Here is a molecular structure, C44H51BrGeN3OPtSi at a distorted geometry from OMol25. Energies are from ωB97M-V with the def2-TZVPD basis set.

XYZ file:
```
103
Properties=species:S:1:pos:R:3:forces:R:3
H 0.3600 -1.6635 2.1811 0.075 -0.078 0.083
H -3.3146 -3.8927 2.2049 -0.145 -0.065 -0.023
H -3.8381 4.8460 3.7163 -0.060 0.028 0.103
H -1.7035 -0.5985 3.1010 -0.012 0.234 0.063
C -2.0888 2.9331 0.8489 0.362 -0.220 -0.450
H 5.4198 -1.2031 -2.2340 -0.002 0.054 -0.022
H -2.4492 2.8640 4.2183 0.007 -0.037 0.073
H -3.1993 -1.5328 3.2542 -0.143 0.066 0.050
C -0.2071 -3.3297 -1.0490 -0.192 0.069 0.187
H -1.8481 -4.5813 1.5045 0.015 -0.158 -0.102
C 5.2009 -0.3389 0.3829 1.133 -0.040 -1.597
C -1.6314 -2.4985 2.0817 -0.184 0.055 -0.464
H 0.4890 -2.5463 -0.7445 0.168 -0.057 0.028
Si -2.0913 -1.6385 0.3429 0.063 1.099 -0.573
H -4.7745 -2.2826 1.9312 -0.025 -0.116 0.181
H -3.0230 4.3642 -0.4388 -0.030 0.085 -0.107
C 3.3693 -1.0209 -2.8240 0.216 0.015 0.375
C -4.8902 -2.2037 0.8549 0.125 0.096 -0.011
C -1.9480 2.5159 2.1664 0.141 -0.036 -0.030
C -3.9955 -1.1021 0.2848 0.431 -0.347 0.118
C -2.1163 -1.5972 3.2184 -0.043 -0.052 -0.251
C 5.5550 3.0440 -2.5445 -0.047 0.248 -0.157
H 0.0917 -3.0200 3.2637 0.003 -0.096 0.196
C 0.4193 3.0700 -1.1329 -0.427 -0.342 -0.089
C 4.4171 -0.9409 -1.9264 -0.115 -0.073 -0.342
H 8.2340 0.3598 -3.3197 0.063 -0.035 0.036
C 0.5893 3.5025 -2.4248 -0.259 -0.276 0.170
C 4.8108 -0.3107 1.7438 -1.135 0.161 1.298
H -0.1987 -4.1142 -0.2978 0.091 -0.115 0.122
C -3.5144 4.7193 1.6084 -0.139 0.184 0.014
H -2.1950 -4.5296 -2.3273 0.034 -0.144 -0.156
H -1.7757 -1.9948 4.1747 0.064 -0.089 0.173
H -4.6767 -3.1699 0.4059 -0.036 -0.216 -0.036
C 7.2040 2.0887 -4.0419 -0.071 0.198 -0.122
H -3.5642 -3.5880 -1.7560 -0.157 0.001 -0.029
H 3.9306 5.6983 0.2632 0.067 0.076 -0.024
H 3.8131 4.8112 2.5554 0.071 0.060 0.028
C 2.3954 4.9566 -1.8071 -0.058 0.038 -0.263
H -3.8498 0.1183 2.0933 0.053 0.072 0.218
H -3.7255 1.0162 0.5950 -0.011 0.108 0.024
H -1.9425 -4.2834 3.2338 0.024 -0.100 0.151
H 0.3283 -3.3184 1.5515 0.121 -0.083 -0.103
Ge -1.1920 1.9767 -0.6498 -0.933 -0.735 -0.368
C 6.8051 1.0817 -1.8802 -0.693 1.145 -0.650
H 1.2628 -0.6679 -3.0862 -0.083 0.008 0.033
C 1.3288 3.5235 -0.1443 0.275 0.300 -0.168
C -2.5670 -3.9295 -1.4954 0.052 0.123 0.115
H -3.4464 2.0215 -1.9693 -0.070 -0.055 0.140
C 4.1682 -0.5461 -0.6145 -1.358 0.118 -0.010
N 1.8193 -0.3809 -1.1398 0.601 0.404 0.707
C 2.0935 -0.6762 -2.3918 -0.118 -0.053 -0.259
H 5.3415 2.0974 -0.6517 -0.095 0.062 0.071
H -2.5568 -1.5056 -2.7564 -0.117 0.122 -0.094
C -2.4070 2.1778 -2.2433 0.403 0.146 0.507
C -1.5746 -1.8793 -2.4933 0.094 0.079 0.070
H -1.1955 -2.4498 -3.3413 0.030 -0.259 -0.204
H 3.5212 -1.3424 -3.8406 0.073 0.004 -0.134
H 5.5923 -0.2928 2.4887 0.061 -0.004 0.073
C 5.8500 2.0910 -1.6039 0.275 -0.348 0.092
H -2.1539 1.4812 -3.0371 0.105 -0.152 -0.034
C -3.3539 4.3044 2.9177 -0.061 0.051 0.055
C 7.4983 1.1226 -3.1101 -0.100 -0.254 0.310
C 1.2993 3.0353 1.1742 0.027 -0.096 0.338
H 2.1534 3.0750 3.1204 -0.070 -0.047 0.110
H 1.6476 4.7813 -3.7906 0.024 0.059 -0.089
H -5.4691 -0.3910 -1.1123 -0.187 0.084 0.048
C -2.8864 4.0367 0.5826 0.075 -0.048 -0.131
C -0.1179 -2.6344 2.2653 -0.106 0.158 -0.183
C -4.4660 -0.8165 -1.1401 0.249 -0.115 0.096
N 7.0330 0.0536 -1.0481 0.533 -1.235 0.255
C 1.5676 4.4462 -2.7666 0.361 0.224 -0.013
H -5.2913 0.4021 1.1252 -0.204 0.031 -0.011
H -4.1309 5.5775 1.3827 -0.061 0.089 0.004
N 6.4545 -0.1255 0.0679 -0.567 0.271 1.145
H -3.8112 -0.0989 -1.6228 0.072 0.067 -0.194
H -4.5172 -1.7236 -1.7348 0.026 -0.069 -0.189
C 2.4562 -0.1558 1.1425 -3.308 0.721 1.571
Pt -0.3051 -0.1646 -0.0600 -1.611 -0.024 -0.334
H 3.2061 -0.1682 3.1385 -0.015 0.043 0.151
C 2.8168 -0.3498 -0.2326 0.778 -0.337 -2.410
C 3.4964 -0.2247 2.1029 1.846 -0.048 0.589
Br 5.7759 4.3353 -5.0735 0.083 -0.197 0.212
H 0.5850 2.2659 1.4218 -0.055 0.034 0.074
H -5.9345 -1.9647 0.6520 -0.199 0.035 0.001
C -2.2310 -3.8945 2.2555 -0.010 0.161 -0.110
H 3.1190 5.7223 -2.0513 0.100 0.065 -0.044
C 2.1814 3.4780 2.1189 -0.151 -0.185 0.017
H -0.9161 -1.0183 -2.3310 -0.180 -0.082 -0.084
H -1.3380 1.6448 2.3779 -0.026 -0.087 0.039
C -2.5721 3.1951 3.1963 0.024 -0.006 0.147
C -1.6158 -2.7629 -1.2422 -0.221 0.224 0.445
C 3.1949 4.9488 0.5229 0.210 0.114 0.120
H -2.6446 -4.5752 -0.6252 -0.057 -0.173 0.112
H 4.8050 3.7955 -2.3480 -0.070 0.020 0.045
C 6.2215 3.0334 -3.7638 -0.020 0.166 -0.179
C -4.2245 0.1815 1.0792 0.250 -0.085 -0.121
H -0.0575 3.1291 -3.2045 -0.159 0.010 -0.098
O 1.2434 0.0378 1.5006 4.170 -0.591 -0.005
H 0.1569 -3.7588 -1.9830 0.065 -0.100 -0.199
H -2.3167 3.1865 -2.6342 -0.024 0.222 -0.110
C 2.3150 4.4912 -0.4794 -0.164 -0.224 0.116
C 3.1320 4.4570 1.7952 0.168 0.127 -0.090
H 7.7202 2.1202 -4.9898 0.030 -0.048 -0.030
```
Positions in Å, forces in eV/Å.

* spin multiplicity: 2
* frontier orbital gap (alpha / beta): 4.4988 / 4.3590 eV
* highest occupied orbital energy (alpha / beta): -6.8 / -6.8 eV
* expectation value of S²: 0.788
* E: -190654.400 eV

***

Here is a molecular structure, C44H51CdFN8O4STe at a distorted geometry from OMol25. Energies are from ωB97M-V with the def2-TZVPD basis set.

XYZ file:
```
111
Properties=species:S:1:pos:R:3:forces:R:3
C -4.8388 -0.3370 2.6221 2.152 -1.883 0.890
C -5.8200 -1.2395 4.6342 0.474 0.055 -0.368
H -3.9021 2.3680 0.7556 -0.504 0.051 0.013
H -8.1873 0.7591 -7.0359 0.396 -1.405 0.276
H -7.5507 -0.9633 -7.2468 0.048 0.061 -0.063
N 6.6145 -1.6176 5.4630 -0.838 -1.160 -0.466
N 2.9026 0.2185 -3.0505 -0.512 0.389 -1.381
H 2.3305 0.8896 -6.1920 -0.979 -0.831 0.359
C -3.5965 -1.9590 4.0067 -0.976 -0.428 0.977
C -5.2549 -0.6826 -3.9501 1.582 0.881 1.045
H -8.0368 1.8072 -4.8201 -0.004 0.523 0.058
C -3.0357 4.9443 -1.2882 0.722 -1.715 -1.764
C -4.1669 -1.7109 -3.7427 -0.642 -0.699 0.373
H 8.7937 -0.0785 7.4739 -0.002 0.089 -0.361
H 4.0563 -3.2076 -0.8496 0.141 -0.158 0.332
H -2.5501 4.8728 -4.5611 0.167 -0.711 -0.737
C 5.6703 -2.2558 3.2438 1.507 -1.736 -0.246
S 0.9127 1.6484 -0.8254 -0.378 -0.689 -0.380
C 2.7435 -2.0600 0.2709 -0.487 -1.531 -2.024
H 6.5451 0.1294 6.8898 0.288 -1.163 -1.128
H -2.8180 7.1594 -3.7899 0.462 -0.237 0.003
H 6.5953 -1.4428 0.2623 0.343 0.268 0.292
H -5.8551 -1.8281 -5.5160 -0.424 -0.108 -0.836
F 4.2224 -0.0911 5.7649 0.322 -0.221 -0.099
H -2.5308 2.4920 -5.3130 0.020 -0.033 -0.033
C 8.5565 -0.6931 6.5999 -0.511 -0.017 0.419
H -2.6102 7.4742 -2.1215 0.577 -0.301 -0.094
O -1.7738 -2.0422 1.6406 -0.190 0.523 -0.384
C -3.3029 2.2391 -4.5844 1.478 -0.554 0.288
H 6.5989 -2.8229 3.1650 -0.207 0.144 -0.303
H -4.5858 -2.5517 -3.1836 -0.076 -0.234 -0.199
C -5.3941 0.4918 -3.1452 0.559 -2.162 -0.416
H 6.6460 -2.4615 -1.1595 0.964 0.212 0.761
H -2.2890 2.8836 0.8074 0.277 -0.107 -0.317
O 1.3274 -1.0076 1.8997 1.032 -0.219 -0.115
Cd -0.3206 -0.5659 0.4686 -0.227 0.315 -0.257
C -3.1041 3.1165 -3.3493 -1.037 -0.991 -1.952
C 6.1411 -3.5218 0.6065 -1.736 0.924 -0.302
H -3.4573 4.0610 1.1732 -0.498 0.216 -0.120
C -3.4230 2.6780 -2.0873 0.266 0.592 2.617
C -3.2828 3.2211 0.5112 0.562 -0.132 -0.911
H 9.3291 -2.2822 7.7922 -0.006 0.202 0.128
C 3.5648 -1.5032 2.4727 -0.980 -0.716 -0.329
C -7.0452 0.0225 -5.3412 -0.761 -0.183 -1.447
C 6.1903 -2.5700 6.5108 -0.076 0.866 -0.810
H -4.8239 -2.7804 5.6337 0.558 0.177 0.247
H 6.0228 -3.5043 5.9772 0.161 -0.287 0.436
H 6.5136 -3.8800 1.5331 1.072 -0.819 0.241
C -7.9566 -0.2442 -6.5437 -0.690 1.822 0.629
H -6.7130 -1.2291 5.2009 -0.541 -0.444 0.866
H 7.3278 -3.6421 7.9691 0.549 -0.370 0.137
H -3.2255 1.1573 -4.3997 0.214 0.363 0.190
C -3.2932 3.6071 -0.9828 0.032 -0.106 -0.302
H 1.0422 -0.3199 -6.5158 -0.774 -0.263 -0.812
C 1.9248 -2.1298 -1.0964 -1.572 1.932 1.484
N 8.6134 -2.1314 7.0848 0.034 -1.094 -1.621
C 3.8828 -2.8026 0.1488 -0.316 0.901 -0.704
N -2.2229 0.1145 1.4358 0.111 -0.230 -0.528
H 2.5214 -0.2183 3.6805 -0.457 0.487 0.521
H -5.9869 2.9138 -1.8743 -0.372 -0.304 -0.913
C 5.5503 -1.6142 4.4245 -0.269 2.998 2.177
O 2.5215 -2.3973 -2.1345 0.229 -0.615 0.401
H 8.0506 -2.5577 0.1179 -0.957 0.370 -0.628
N -0.2386 0.8434 -4.4916 -1.596 0.330 -0.409
H -4.9984 0.2082 1.7189 0.431 0.290 -0.501
C 7.1338 -0.4050 6.0555 -0.175 1.329 0.626
H -4.2359 2.3380 -5.0875 -1.007 0.486 -0.106
C 7.2740 -2.6385 7.5863 -0.103 0.739 0.409
H 2.4687 -0.7070 -5.5912 0.020 -0.555 0.520
H 7.1196 -1.9682 8.4354 -0.526 -0.136 -0.096
C -7.2042 1.1718 -4.5770 0.097 -1.817 -0.134
H 3.3610 0.8023 -2.3855 -0.192 0.688 0.490
H -3.3137 -1.4567 -3.1646 0.585 0.875 0.585
C -5.8500 -0.4543 3.5082 -2.554 1.537 -0.741
H -3.7391 -2.0812 -4.6605 -0.276 -0.180 -0.559
H -2.7706 -2.6366 4.2183 0.006 0.339 -0.375
H 8.9360 -2.6633 6.2518 -0.499 0.039 0.664
N 4.8329 -2.9285 1.0697 0.794 -1.368 -1.208
C -6.4158 1.3473 -3.4441 -0.323 2.884 0.019
H 7.2340 0.3420 5.2737 0.049 0.133 -0.067
C -4.7168 -2.0101 4.8787 0.326 -0.613 -0.311
C 6.9599 -2.4014 -0.0844 -0.260 -1.294 -0.424
C 0.6555 1.1082 -2.4458 0.691 -0.217 -0.266
N -0.4370 1.2141 -3.1998 -0.279 0.496 0.932
C 0.9837 0.4930 -4.5874 1.351 -0.409 1.780
H -8.9348 -0.5927 -6.1666 0.368 -0.104 -0.254
O 0.7022 -1.7269 -1.0211 1.297 -0.920 -0.384
C -3.6509 -1.1312 2.9131 -1.109 1.234 -1.721
C 1.7089 0.0289 -5.7763 1.642 1.782 -0.398
Te -4.0178 0.6855 -1.5538 -0.100 0.785 -0.204
H -2.7492 5.5256 -0.4836 0.010 1.639 1.534
C 3.4295 -0.7747 3.6360 0.746 0.203 1.238
H -6.8214 0.0463 3.2518 1.009 -0.321 0.394
C -2.7302 5.3713 -2.6034 0.526 0.090 1.167
N 1.5847 0.6026 -3.3234 0.078 0.441 0.239
H -1.1614 6.8983 -3.0959 -1.030 -0.237 0.276
C -2.5443 -1.0435 1.9123 0.367 -0.031 1.403
H -1.3208 1.6105 -2.8229 0.629 -0.402 -0.790
H 2.8825 -0.7344 -2.7553 0.074 -0.845 0.334
H 5.2129 -2.2331 6.9030 0.423 -0.294 0.408
C -2.2628 6.7854 -2.9128 -0.647 0.501 0.130
H -7.6524 2.6587 -2.3086 -0.324 -0.074 0.152
C -2.7334 4.4304 -3.5994 -0.444 0.978 0.514
C -6.0523 -0.8895 -5.0349 -0.250 0.134 0.562
C 4.6738 -2.3087 2.2627 0.672 1.267 0.653
H -6.6805 3.4961 -3.3671 0.318 2.172 -2.080
C -6.6575 2.6938 -2.7427 0.221 -2.700 3.064
C 4.3966 -0.8013 4.6335 -0.517 -0.674 -1.409
H 9.3113 -0.5962 5.8210 0.025 0.029 0.163
H 5.8577 -4.3273 -0.1137 0.502 0.448 0.897
C 2.4134 -1.5130 1.5299 -0.340 0.821 0.478
```
Positions in Å, forces in eV/Å.

* net charge: +1
* spin multiplicity: 2
* frontier orbital gap: 5.1307 eV
* highest occupied orbital energy: -8.5 eV
* expectation value of S²: 0.760
* E: -91967.615 eV

***

The highest expectation value of S² belongs to which entry?
C44H51BrGeN3OPtSi